(1)
Below is a molecular structure, C14H33BBaF4O8 at a distorted geometry, with properties calculated with ωB97M-V with the def2-TZVPD basis set.

Element x y z (Å)
Ba (-2.23658, -2.68662, -0.38877)
B (-4.79094, -0.76960, -1.25739)
F (-3.59692, -0.42363, -0.53758)
F (-4.80887, -0.15908, -2.49253)
F (-4.73375, -2.19786, -1.34622)
F (-5.88755, -0.42616, -0.46204)
C (1.63817, 0.02762, -0.14610)
C (0.40933, -0.85225, -0.27653)
O (-0.59152, -0.63751, 0.45912)
O (0.46994, -1.81991, -1.08727)
H (1.87767, 0.18768, 0.91076)
H (1.45402, 1.01945, -0.56060)
H (2.51084, -0.43186, -0.60065)
C (-3.12523, -5.81139, 1.79032)
O (-3.79146, -4.91707, 0.92852)
C (-4.76326, -4.08377, 1.56256)
C (-4.31259, -2.94290, 2.46816)
O (-3.31672, -2.14832, 1.84938)
C (-3.25500, -0.82275, 2.38321)
H (-2.83587, -5.33848, 2.73163)
H (-2.24867, -6.19755, 1.28205)
H (-3.79210, -6.64568, 2.05573)
H (-5.45704, -4.76779, 2.07021)
H (-5.35672, -3.71498, 0.72238)
H (-3.94901, -3.41010, 3.39446)
H (-5.17881, -2.31234, 2.67780)
H (-2.60787, -0.22480, 1.75266)
H (-2.89420, -0.87037, 3.41716)
H (-4.26495, -0.40730, 2.42411)
C (-3.56395, -5.62270, -2.39382)
O (-3.22890, -4.24777, -2.46420)
C (-3.52867, -3.64453, -3.70466)
C (-2.53160, -2.56776, -4.05460)
O (-2.34463, -1.68450, -2.96662)
C (-1.69405, -0.49076, -3.33862)
H (-3.36648, -5.94161, -1.37160)
H (-2.95463, -6.19409, -3.09601)
H (-4.63678, -5.75666, -2.55858)
H (-4.54890, -3.24798, -3.71614)
H (-3.48251, -4.38673, -4.51679)
H (-2.84870, -2.04277, -4.96195)
H (-1.54133, -2.99448, -4.28636)
H (-0.69255, -0.69530, -3.74428)
H (-1.57861, 0.14276, -2.46421)
H (-2.26510, 0.04057, -4.10729)
C (-0.59505, -3.44997, 2.97804)
O (-0.70145, -4.04857, 1.69020)
C (0.55361, -4.36757, 1.13294)
C (0.45372, -5.20548, -0.10920)
O (-0.47429, -4.66361, -1.03941)
C (-0.28246, -5.21861, -2.31765)
H (-1.55687, -3.59571, 3.46528)
H (-0.33658, -2.39421, 2.88689)
H (0.14734, -3.98684, 3.57716)
H (1.16837, -4.96159, 1.83006)
H (1.09656, -3.42789, 0.97964)
H (0.14076, -6.23065, 0.13352)
H (1.45515, -5.24617, -0.54803)
H (0.77383, -5.19128, -2.61330)
H (-0.80782, -4.62287, -3.05678)
H (-0.61661, -6.26201, -2.35561)

As for the spin multiplicity: 1. For the gap between HOMO and LUMO, the calculation gives 8.70 eV. Its relative energy (zero: lowest compared OMol25 entry of this formula, charge and spin) is 6.3 kcal per mole. For the total energy, the calculation gives -1605.2630 a.u. For the HOMO energy, the calculation gives -8.65 eV.



(2)
Below is a molecular structure, C26H41BrKN2O2PSi at a distorted geometry, with properties calculated with ωB97M-V with the def2-TZVPD basis set.

Element x y z (Å)
K (1.13233, 1.54353, -1.39982)
C (-0.14361, -0.18563, 1.60648)
C (-1.14696, 0.95693, 1.87052)
C (-2.00783, 0.56106, 3.07220)
C (-0.29451, 2.18908, 2.24588)
P (-2.00604, 1.34446, 0.19400)
N (-1.08847, 2.07608, -0.79871)
C (-2.66987, -0.31706, -0.47841)
C (-3.30073, -1.30490, 0.50420)
C (-3.69861, 0.01521, -1.57639)
C (-1.50556, -1.00598, -1.21673)
C (-3.58054, 2.38720, 0.65255)
C (-3.09934, 3.53465, 1.56002)
C (-4.05666, 3.06381, -0.64971)
C (-4.76861, 1.70367, 1.33284)
H (0.53949, -0.28198, 2.45496)
H (0.45623, 0.02292, 0.71874)
H (-0.61591, -1.15735, 1.47059)
H (-1.34517, 0.29153, 3.90581)
H (-2.63946, -0.30547, 2.87375)
H (-2.64511, 1.37697, 3.41763)
H (0.60110, 1.86468, 2.78896)
H (-0.83354, 2.88849, 2.88786)
H (0.01952, 2.72454, 1.34608)
H (-4.08306, -0.85646, 1.11841)
H (-2.56278, -1.76121, 1.16500)
H (-3.76203, -2.12317, -0.06745)
H (-4.66771, 0.31217, -1.17236)
H (-3.85757, -0.88190, -2.18667)
H (-3.33291, 0.81108, -2.22995)
H (-0.79095, -1.48714, -0.55468)
H (-0.97413, -0.26802, -1.81599)
H (-1.89827, -1.78067, -1.88759)
H (-2.19080, 3.99379, 1.16116)
H (-2.90260, 3.20711, 2.58145)
H (-3.88090, 4.30479, 1.60647)
H (-3.19524, 3.27866, -1.29113)
H (-4.56359, 4.00898, -0.40999)
H (-4.76230, 2.44478, -1.20510)
H (-4.49499, 1.20160, 2.26239)
H (-5.25167, 0.96940, 0.68680)
H (-5.52669, 2.46221, 1.58174)
Br (8.83794, 2.48558, -2.74058)
C (7.24613, 1.54644, -3.21116)
C (7.32852, 0.47442, -4.08387)
N (6.26010, -0.21821, -4.45382)
C (5.07349, 0.15635, -3.96348)
C (4.91050, 1.22642, -3.08419)
C (6.02457, 1.92698, -2.69113)
C (3.52956, 1.63561, -2.56833)
O (3.49844, 2.36860, -1.55145)
O (2.55163, 1.19821, -3.21988)
H (8.28803, 0.16850, -4.48933)
H (4.19851, -0.40562, -4.26931)
H (5.91265, 2.74240, -1.98663)
C (1.71410, -2.67694, -2.03055)
Si (2.79596, -3.15037, -0.48651)
C (3.56219, -1.40443, -0.04282)
C (1.44543, -3.28130, 0.88899)
C (1.73194, -2.94164, 2.22942)
C (0.83617, -3.15088, 3.27217)
C (-0.40796, -3.72920, 3.03437)
C (-0.72295, -4.09286, 1.72879)
C (0.17987, -3.87263, 0.69075)
H (2.23179, -2.98141, -2.94474)
H (1.50894, -1.59997, -2.12276)
H (0.74375, -3.19323, -2.02803)
H (4.63880, -1.39612, -0.23451)
H (3.43007, -1.18524, 1.02618)
H (3.15502, -0.52417, -0.57707)
H (2.69715, -2.49560, 2.46049)
H (1.10672, -2.85296, 4.28054)
H (-1.11037, -3.89182, 3.84289)
H (-1.68829, -4.54042, 1.51351)
H (-0.11232, -4.16689, -0.31374)

As for the spin multiplicity: 1. For the gap between HOMO and LUMO, the calculation gives 4.00 eV. Its relative energy (zero: lowest compared OMol25 entry of this formula, charge and spin) is 2.4 kcal per mole. For the total energy, the calculation gives -5080.1313 a.u. As for the charge: -2. For the HOMO energy, the calculation gives -0.27 eV.



(3)
Below is 2 unconnected molecules or ions with the total composition C23H40IN4O5 at a distorted geometry, with properties calculated with ωB97M-V with the def2-TZVPD basis set.

Element x y z (Å)
C (2.52900, -2.52641, 2.61898)
O (2.14320, -1.36989, 1.86667)
C (1.41146, -1.70169, 0.68905)
C (-0.16766, -1.68765, 0.84354)
C (-0.70362, -1.27232, 2.26489)
C (-2.08511, -0.53735, 2.23028)
N (-3.06216, -0.92042, 3.12564)
C (-4.23724, -0.11343, 2.97900)
C (-5.55289, -0.16277, 3.80002)
C (-6.20258, -1.59102, 3.86427)
O (-5.63940, -2.41985, 4.56746)
N (-7.36910, -2.02391, 3.14722)
C (-8.15276, -0.90133, 2.57830)
C (-6.95856, -2.98622, 2.07322)
C (-3.83829, 0.76776, 1.90317)
C (-4.83680, 1.88369, 1.41316)
C (-4.67946, 3.10725, 2.42687)
O (-5.59352, 3.72306, 2.87475)
I (-2.63244, 3.62976, 2.99838)
N (-2.52821, 0.50114, 1.45641)
C (-1.74745, 1.20492, 0.40876)
O (-0.74753, 1.84850, 0.74346)
O (-2.12296, 1.19196, -0.83575)
H (1.76122, -3.34606, 2.62713)
H (2.64512, -2.19091, 3.69364)
H (3.54536, -2.92664, 2.31639)
H (1.67929, -0.91982, -0.08453)
H (1.71831, -2.69806, 0.24157)
H (-0.52568, -2.73662, 0.60815)
H (-0.60631, -1.04388, 0.02670)
H (-0.87099, -2.22398, 2.85401)
H (-0.01551, -0.62836, 2.87113)
H (-3.00122, -1.65879, 3.82666)
H (-5.26623, 0.10273, 4.86395)
H (-6.22416, 0.66241, 3.45240)
H (-8.35346, -0.16614, 3.40697)
H (-9.13280, -1.31050, 2.19791)
H (-7.63540, -0.35417, 1.73560)
H (-7.50495, -3.96168, 2.24238)
H (-7.26065, -2.53610, 1.08425)
H (-5.85967, -3.20061, 2.11685)
H (-4.53807, 2.21750, 0.37951)
H (-5.89480, 1.49870, 1.40142)
C (1.90543, 2.52499, -1.91633)
C (1.89908, 1.24424, -2.74966)
C (3.05119, 0.28645, -2.44696)
N (4.34125, 0.50448, -3.25020)
C (5.38683, -0.41839, -2.61662)
C (6.78888, -0.18425, -3.15187)
C (7.20250, 1.26914, -3.00496)
C (6.19858, 2.17056, -3.70057)
C (4.78972, 1.95225, -3.17060)
C (4.10226, 0.09131, -4.68072)
H (2.60987, 3.26586, -2.29691)
H (0.91757, 2.98746, -1.94026)
H (2.15348, 2.32159, -0.87264)
H (1.82120, 1.48514, -3.81191)
H (0.97717, 0.71310, -2.49135)
H (2.74254, -0.73924, -2.66411)
H (3.31759, 0.33843, -1.38951)
H (5.37083, -0.22267, -1.54188)
H (5.06216, -1.44536, -2.79101)
H (7.48869, -0.81773, -2.60061)
H (6.86024, -0.49257, -4.19903)
H (8.19888, 1.42199, -3.42408)
H (7.26002, 1.53272, -1.94300)
H (6.23355, 2.00484, -4.78154)
H (6.47655, 3.21543, -3.54402)
H (4.08503, 2.54453, -3.75353)
H (4.73730, 2.24154, -2.11902)
H (3.34911, 0.74458, -5.11583)
H (3.75894, -0.94235, -4.68770)
H (5.02828, 0.17911, -5.24334)

As for the spin multiplicity: 1. For the gap between HOMO and LUMO, the calculation gives 8.30 eV. For the total energy, the calculation gives -1793.0077 a.u. As for the charge: +1. For the HOMO energy, the calculation gives -10.41 eV.



Looking at LUMO for the records above, in order, we have 0.05; 3.73; -2.10 eV.